Density functional theory data (the ωB97M-V functional and the def2-TZVPD basis) for C3H6INO2 in the gas phase at a distorted geometry.

Geometry (Å):
H1 -0.60094 2.19483 1.40762
C1 -0.77431 1.60389 0.56968
H2 0.92616 0.56194 1.00300
O1 -0.04860 -2.57369 -1.44725
H3 -0.58555 2.19605 -0.32950
H4 -1.71944 1.15025 0.55994
C2 0.07805 -0.22941 -0.62936
O2 0.52950 -2.29028 0.70266
N1 0.07585 0.48376 0.59279
C3 0.17466 -1.86923 -0.50833
I1 1.93248 0.19954 -1.97145
H5 -0.87285 0.12238 -1.17157
H6 0.88499 -1.55002 1.22178

Force components x, y, z for each atom (eV/Å):
-0.0336 1.1029 1.5472
0.5980 0.3220 -0.9195
3.2477 0.6301 1.6841
0.0847 0.0780 0.5841
-0.2645 0.1525 -0.0359
-1.8738 0.2117 -0.0339
-4.4342 -2.2348 1.7839
0.6832 -0.3256 0.4118
-0.9810 -2.0960 -2.7366
-0.7591 2.8336 -0.9889
2.5606 0.8165 -1.5506
1.6335 -1.2050 0.3315
-0.4617 -0.2859 -0.0774

Results
E = -620.68809 hartree
2S+1 = 3
HOMO-LUMO gap (alpha / beta) = 6.42 / 5.80 eV
Expectation value of S² = 2.0086
Energy above the lowest of the compared OMol25 structures with the same formula, charge and spin = 0.00 kJ/mol
F_max = 5.276 eV/Å